a.
DFT (ωB97M-V/def2-TZVPD) results for a single C7H11NO3 molecule.

The geometry in ORCA input format:
```
! RIJCOSX wB97M-V def2-TZVPD def2/J DEFGRID3
* xyz 0 1
C 0.290 -0.464 -1.672
N -0.726 -0.871 -0.693
C -1.173 -2.258 -0.727
C -0.274 -0.412 0.661
C 1.250 -0.424 1.017
C 1.685 1.023 0.722
O 2.802 1.333 0.343
C 0.544 1.952 0.927
O 0.724 3.286 0.824
C -0.611 1.274 0.816
O -1.807 1.853 0.961
H 1.341 -0.480 -1.276
H 0.137 -1.203 -2.504
H 0.063 0.572 -1.990
H -0.510 -2.840 -1.290
H -1.431 -2.707 0.271
H -2.051 -2.178 -1.354
H -0.968 -0.868 1.352
H 1.799 -1.116 0.185
H 1.460 -0.695 2.011
H -0.146 3.755 1.024
H -2.398 1.468 0.392
*
```

Summary:
M in g mol⁻¹: 157.17
LUMO in eV: 0.490
SMILES: CN(C)[C@H]1CC(=O)C(O)=C1O

Löwdin charges, unit e, in atom order: number 1, C, carries -0.08; number 2, N, carries -0.24; number 3, C, carries -0.09; number 4, C, carries -0.17; number 5, C, carries -0.05; number 6, C, carries -0.36; number 7, O, carries 0.09; number 8, C, carries -0.24; number 9, O, carries 0.08; number 10, C, carries -0.16; number 11, O, carries 0.12; number 12, H, carries 0.07; number 13, H, carries 0.10; number 14, H, carries 0.10; number 15, H, carries 0.05; number 16, H, carries 0.11; number 17, H, carries 0.08; number 18, H, carries 0.12; number 19, H, carries 0.16; number 20, H, carries 0.10; number 21, H, carries 0.15; number 22, H, carries 0.07

b.
DFT (ωB97M-V/def2-TZVPD) results for 2 unconnected molecules or ions with the total composition C7H11NO3.

The geometry in ORCA input format:
```
! RIJCOSX wB97M-V def2-TZVPD def2/J DEFGRID3
* xyz 0 1
C -2.571 -1.000 -0.881
C -1.478 -0.578 0.090
C -1.007 0.849 -0.100
O -2.080 1.769 0.068
C -0.638 -1.550 0.786
O -1.686 -0.866 1.464
H -2.946 -1.990 -0.660
H -3.403 -0.274 -0.807
H -2.204 -0.988 -1.893
H -0.183 1.034 0.592
H -0.626 1.062 -1.114
H -2.741 1.417 0.698
H 0.360 -1.345 1.166
H -0.843 -2.622 0.593
C 2.786 1.625 -0.215
C 2.500 0.318 0.491
O 1.858 0.274 1.506
C 2.946 -0.979 -0.152
N 3.421 -1.958 -0.553
H 1.834 2.021 -0.611
H 3.172 2.310 0.546
H 3.527 1.471 -1.015
*
```

Summary:
M in g mol⁻¹: 157.17
LUMO in eV: -0.677
SMILES: C[C@]1(CO)CO1.CC(=O)C#N

Löwdin charges, unit e, in atom order: number 1, C, carries 0.00; number 2, C, carries -0.48; number 3, C, carries -0.19; number 4, O, carries -0.06; number 5, C, carries -0.08; number 6, O, carries -0.01; number 7, H, carries 0.08; number 8, H, carries 0.09; number 9, H, carries 0.08; number 10, H, carries 0.10; number 11, H, carries 0.13; number 12, H, carries 0.10; number 13, H, carries 0.09; number 14, H, carries 0.13; number 15, C, carries 0.00; number 16, C, carries -0.43; number 17, O, carries 0.09; number 18, C, carries -0.11; number 19, N, carries 0.17; number 20, H, carries 0.09; number 21, H, carries 0.10; number 22, H, carries 0.09

Most stable structure - b; separation to the second - 0.0086 hartree.

a.
DFT (ωB97M-V/def2-TZVPD) results for 2 unconnected molecules or ions with the total composition C3H10S3.

The geometry in ORCA input format:
```
! RIJCOSX wB97M-V def2-TZVPD def2/J DEFGRID3
* xyz 0 1
C 1.438 -0.498 1.381
S 2.242 0.171 -0.080
C 1.456 -0.863 -1.347
H 1.985 -1.329 1.828
H 0.449 -0.860 1.119
H 1.377 0.254 2.163
H 1.677 -0.490 -2.341
H 1.836 -1.876 -1.265
H 0.381 -0.889 -1.171
C -1.667 1.833 -0.302
S -2.681 0.449 -0.944
S -2.614 -1.001 0.479
H -2.018 2.770 -0.722
H -0.622 1.637 -0.518
H -1.866 1.822 0.770
H -1.373 -1.129 0.950
*
```

Summary:
M in g mol⁻¹: 142.31
LUMO in eV: 0.482
SMILES: CSC.CSS

Löwdin charges, unit e, in atom order: number 1, C, carries -0.43; number 2, S, carries 0.72; number 3, C, carries -0.41; number 4, H, carries 0.04; number 5, H, carries -0.02; number 6, H, carries 0.03; number 7, H, carries 0.03; number 8, H, carries 0.03; number 9, H, carries 0.01; number 10, C, carries -0.44; number 11, S, carries 0.33; number 12, S, carries 0.30; number 13, H, carries 0.03; number 14, H, carries 0.00; number 15, H, carries 0.02; number 16, H, carries -0.24

b.
DFT (ωB97M-V/def2-TZVPD) results for 2 unconnected molecules or ions with the total composition C3H10S3.

The geometry in ORCA input format:
```
! RIJCOSX wB97M-V def2-TZVPD def2/J DEFGRID3
* xyz 0 1
C 1.086 1.147 -1.908
C 1.597 1.589 -3.301
S 2.913 2.845 -3.269
H 0.062 1.508 -1.910
H 1.333 0.139 -1.607
H 1.457 1.808 -1.116
H 0.749 2.047 -3.801
H 1.800 0.688 -3.880
H 2.418 3.505 -4.321
C -1.273 -1.517 4.002
S -3.047 -1.677 3.514
S -3.096 -3.725 3.326
H -0.581 -2.044 3.354
H -0.996 -0.466 3.950
H -1.305 -1.988 4.974
H -3.116 -3.860 1.991
*
```

Summary:
M in g mol⁻¹: 142.31
LUMO in eV: 0.554
SMILES: CCS.CSS

Löwdin charges, unit e, in atom order: number 1, C, carries -0.17; number 2, C, carries -0.63; number 3, S, carries 0.67; number 4, H, carries 0.06; number 5, H, carries 0.06; number 6, H, carries 0.05; number 7, H, carries 0.05; number 8, H, carries 0.06; number 9, H, carries -0.16; number 10, C, carries -0.48; number 11, S, carries 0.33; number 12, S, carries 0.29; number 13, H, carries 0.02; number 14, H, carries 0.03; number 15, H, carries 0.01; number 16, H, carries -0.20

c.
DFT (ωB97M-V/def2-TZVPD) results for 2 unconnected molecules or ions with the total composition C3H10S3.

The geometry in ORCA input format:
```
! RIJCOSX wB97M-V def2-TZVPD def2/J DEFGRID3
* xyz 0 1
C -0.102 1.976 0.096
C 1.398 1.951 -0.162
S 1.985 3.265 -1.199
H -0.634 1.635 -0.805
H -0.267 1.059 0.681
H -0.594 2.882 0.421
H 1.733 1.036 -0.645
H 1.892 2.003 0.811
H 0.815 3.702 -1.717
C -0.458 -3.443 0.999
S -0.160 -1.918 0.095
S -1.958 -2.076 -1.020
H 0.215 -3.544 1.849
H -1.452 -3.428 1.449
H -0.383 -4.331 0.376
H -2.030 -0.769 -1.229
*
```

Summary:
M in g mol⁻¹: 142.31
LUMO in eV: 0.211
SMILES: CCS.CSS

Löwdin charges, unit e, in atom order: number 1, C, carries -0.19; number 2, C, carries -0.67; number 3, S, carries 0.68; number 4, H, carries 0.06; number 5, H, carries 0.04; number 6, H, carries 0.07; number 7, H, carries 0.05; number 8, H, carries 0.07; number 9, H, carries -0.14; number 10, C, carries -0.54; number 11, S, carries 0.38; number 12, S, carries 0.35; number 13, H, carries 0.03; number 14, H, carries 0.02; number 15, H, carries 0.03; number 16, H, carries -0.23

Most stable structure - a; separation to the second - 0.0053 hartree.

a.
DFT (ωB97M-V/def2-TZVPD) results for a molecular structure, CH3N4O.

The geometry in ORCA input format:
```
! RIJCOSX wB97M-V def2-TZVPD def2/J DEFGRID3
* xyz 1 1
C -0.748 0.422 0.027
N 1.920 -0.632 0.039
N 1.070 -1.365 -0.056
N 0.216 1.118 -0.029
N -2.021 0.257 0.039
O 1.497 1.061 0.027
H 2.999 -0.712 -0.042
H -2.358 -0.426 0.853
H -2.575 0.277 -0.858
*
```

Summary:
M in g mol⁻¹: 87.06
LUMO in eV: -4.963

Löwdin charges, unit e, in atom order: number 1, C, carries -0.15; number 2, N, carries 0.05; number 3, N, carries 0.24; number 4, N, carries 0.08; number 5, N, carries 0.18; number 6, O, carries -0.03; number 7, H, carries 0.24; number 8, H, carries 0.22; number 9, H, carries 0.18

b.
DFT (ωB97M-V/def2-TZVPD) results for 2 unconnected molecules or ions with the total composition CH3N4O.

The geometry in ORCA input format:
```
! RIJCOSX wB97M-V def2-TZVPD def2/J DEFGRID3
* xyz 1 1
C 0.069 0.226 0.096
N -1.941 0.587 0.089
N -0.860 1.165 -0.024
N -0.444 -0.967 0.195
N 2.767 -0.554 0.087
O -1.758 -0.803 0.111
H -2.846 1.116 0.185
H 2.122 -1.146 -0.474
H 2.891 0.377 -0.265
*
```

Summary:
M in g mol⁻¹: 87.06
LUMO (spin up / spin down) in eV: -7.203 / -8.192

Löwdin charges, unit e, in atom order: number 1, C, carries 0.00; number 2, N, carries 0.12; number 3, N, carries 0.18; number 4, N, carries 0.16; number 5, N, carries 0.21; number 6, O, carries 0.10; number 7, H, carries 0.26; number 8, H, carries -0.01; number 9, H, carries -0.01

Most stable structure - a; separation to the second - 0.1613 hartree.